[1]
Below is a cluster of 9 separate species, C50H44Cl2N8O16 in total in a non-equilibrium geometry, with properties calculated with ωB97M-V/def2-TZVPD.

SMILES: O=[N+]([O-])c1ccccc1.O=[N+]([O-])c1ccccc1.O=[N+]([O-])c1ccccc1.O=[N+]([O-])c1ccccc1.O=[N+]([O-])c1ccccc1.O=[N+]([O-])c1ccccc1.O=[N+]([O-])c1ccccc1.O=[N+]([O-])c1ccccc1.ClCCCl
F_max: 0.0472 hartree/bohr
frontier orbital gap: 8.474 eV
energy above the lowest of the compared OMol25 structures with the same formula, charge and spin: 0.0 kcal per mole

Positions of all 120 atoms, in Å:
O (-6.548, -1.145, -5.837)
N (-6.068, -2.256, -5.699)
O (-6.606, -3.303, -5.966)
C (-4.662, -2.269, -5.248)
C (-3.904, -3.446, -5.354)
C (-2.589, -3.472, -4.908)
C (-2.093, -2.342, -4.290)
C (-2.878, -1.249, -4.012)
C (-4.152, -1.158, -4.583)
H (-4.298, -4.292, -5.900)
H (-2.052, -4.382, -5.136)
H (-1.038, -2.347, -4.038)
H (-2.486, -0.338, -3.580)
H (-4.708, -0.236, -4.510)
O (0.657, -5.376, 5.354)
N (1.336, -5.510, 4.372)
O (2.387, -6.097, 4.326)
C (0.886, -4.854, 3.116)
C (0.283, -3.638, 3.241)
C (0.150, -2.822, 2.117)
C (0.341, -3.341, 0.828)
C (0.886, -4.618, 0.768)
C (1.186, -5.403, 1.878)
H (0.111, -3.227, 4.227)
H (-0.235, -1.821, 2.268)
H (0.031, -2.826, -0.067)
H (1.025, -5.055, -0.215)
H (1.619, -6.373, 1.690)
O (2.141, 2.519, -8.722)
N (2.744, 2.185, -7.719)
O (3.902, 2.483, -7.522)
C (2.055, 1.280, -6.780)
C (2.667, 1.050, -5.574)
C (1.990, 0.260, -4.649)
C (0.733, -0.220, -4.969)
C (0.099, 0.067, -6.184)
C (0.757, 0.881, -7.106)
H (3.591, 1.490, -5.226)
H (2.532, -0.076, -3.775)
H (0.340, -0.861, -4.186)
H (-0.818, -0.439, -6.448)
H (0.338, 1.150, -8.062)
O (-1.138, -0.657, 4.558)
N (-2.323, -0.745, 4.283)
O (-2.767, -0.564, 3.161)
C (-3.255, -1.132, 5.344)
C (-2.793, -1.317, 6.638)
C (-3.676, -1.572, 7.665)
C (-5.044, -1.726, 7.399)
C (-5.470, -1.627, 6.079)
C (-4.599, -1.308, 5.052)
H (-1.721, -1.305, 6.795)
H (-3.204, -1.718, 8.628)
H (-5.768, -2.041, 8.136)
H (-6.506, -1.898, 5.920)
H (-4.875, -1.164, 4.015)
O (1.650, 2.133, 2.983)
N (0.513, 1.899, 2.660)
O (-0.454, 2.322, 3.283)
C (0.258, 1.279, 1.378)
C (1.361, 0.896, 0.605)
C (1.128, 0.275, -0.605)
C (-0.124, -0.289, -0.892)
C (-1.237, 0.126, -0.134)
C (-1.008, 0.908, 0.974)
H (2.370, 1.188, 0.859)
H (1.936, -0.027, -1.256)
H (-0.291, -0.781, -1.842)
H (-2.204, -0.258, -0.425)
H (-1.787, 1.123, 1.701)
O (1.065, -0.572, 6.800)
N (1.165, 0.575, 6.412)
O (2.049, 0.997, 5.686)
C (0.140, 1.541, 6.823)
C (-0.680, 1.206, 7.880)
C (-1.649, 2.131, 8.284)
C (-1.714, 3.370, 7.706)
C (-0.908, 3.677, 6.604)
C (0.088, 2.806, 6.216)
H (-0.522, 0.269, 8.393)
H (-2.394, 1.883, 9.030)
H (-2.475, 4.065, 8.039)
H (-0.997, 4.598, 6.043)
H (0.718, 3.035, 5.373)
O (-0.368, 10.239, 2.273)
N (-1.350, 9.606, 1.995)
O (-2.459, 10.091, 1.821)
C (-1.305, 8.145, 1.865)
C (-2.433, 7.337, 1.846)
C (-2.264, 5.977, 1.694)
C (-0.986, 5.394, 1.558)
C (0.126, 6.218, 1.587)
C (-0.056, 7.596, 1.618)
H (-3.437, 7.719, 1.720)
H (-3.085, 5.276, 1.628)
H (-0.891, 4.331, 1.388)
H (1.108, 5.765, 1.572)
H (0.764, 8.295, 1.519)
O (2.409, -2.571, -2.347)
N (1.899, -3.087, -3.318)
O (0.772, -3.545, -3.320)
C (2.683, -3.149, -4.551)
C (1.997, -3.225, -5.756)
C (2.688, -3.125, -6.954)
C (4.091, -3.095, -6.937)
C (4.737, -3.122, -5.703)
C (4.053, -2.993, -4.499)
H (0.918, -3.219, -5.829)
H (2.113, -3.060, -7.866)
H (4.688, -2.928, -7.822)
H (5.817, -3.201, -5.708)
H (4.588, -2.982, -3.558)
Cl (4.416, 0.469, -1.655)
C (5.708, 0.424, -2.856)
C (7.056, 0.014, -2.315)
Cl (6.960, -1.698, -1.733)
H (5.891, 1.462, -3.153)
H (5.388, -0.131, -3.733)
H (7.456, 0.656, -1.537)
H (7.795, -0.057, -3.110)

Forces on atoms 1 to 6 (eV/Å):
O -0.400 -0.291 0.123
N 0.780 0.816 -0.640
O -0.129 -0.161 0.138
C 0.630 -0.705 1.002
C -0.457 0.489 -0.513
C -1.270 0.053 -0.635


[2]
Below is a cluster of 9 separate species, C20H41IN9O21 in total in a non-equilibrium geometry, with properties calculated with ωB97M-V/def2-TZVPD.

F_max: 0.0441 hartree/bohr
charge: +1
frontier orbital gap: 8.691 eV

Positions of all 92 atoms, in Å:
C (-3.830, 0.265, -0.795)
C (-2.753, 0.675, -1.852)
C (-1.328, 0.459, -1.254)
C (-1.047, -0.991, -0.891)
C (-1.554, -2.001, -1.673)
C (-1.290, -3.316, -1.383)
C (-1.822, -4.450, -2.258)
O (-1.553, -4.507, -3.430)
O (-2.616, -5.373, -1.647)
C (-0.486, -3.606, -0.266)
C (-0.090, -5.035, 0.107)
O (1.303, -5.229, -0.207)
O (1.615, -4.449, -1.338)
C (-0.018, -2.567, 0.481)
I (1.210, -2.945, 2.167)
N (-0.306, -1.277, 0.178)
O (0.182, -0.313, 0.999)
C (1.257, 0.462, 0.375)
C (2.662, 0.107, 0.894)
H (-3.444, 0.441, 0.216)
H (-3.992, -0.810, -0.896)
H (-4.765, 0.819, -0.891)
H (-2.872, 1.751, -2.019)
H (-2.887, 0.161, -2.807)
H (-0.615, 0.703, -2.061)
H (-1.089, 1.150, -0.443)
H (-2.176, -1.743, -2.520)
H (-2.723, -5.141, -0.714)
H (-0.256, -5.231, 1.169)
H (-0.635, -5.772, -0.494)
H (2.180, -3.724, -1.024)
H (1.187, 0.447, -0.714)
H (1.074, 1.501, 0.672)
H (2.641, -0.192, 1.943)
H (3.094, -0.653, 0.243)
H (3.257, 1.024, 0.854)
C (7.339, 1.195, 0.521)
N (6.195, 0.386, 0.024)
O (5.501, -0.183, 0.846)
O (6.026, 0.347, -1.176)
H (7.361, 1.135, 1.603)
H (8.245, 0.775, 0.091)
H (7.187, 2.213, 0.194)
C (4.283, -4.100, -3.736)
N (3.496, -2.845, -3.614)
O (3.379, -2.151, -4.592)
O (3.015, -2.601, -2.519)
H (4.643, -4.183, -4.755)
H (5.110, -4.036, -3.035)
H (3.621, -4.925, -3.488)
C (4.762, 5.573, 0.572)
N (5.979, 4.759, 0.316)
O (6.701, 5.097, -0.595)
O (6.173, 3.801, 1.042)
H (4.729, 6.383, -0.149)
H (3.901, 4.919, 0.462)
H (4.833, 5.959, 1.585)
C (-5.699, -4.358, -1.841)
N (-6.078, -3.550, -0.653)
O (-5.295, -2.687, -0.292)
O (-7.130, -3.806, -0.123)
H (-4.738, -4.014, -2.199)
H (-5.647, -5.395, -1.522)
H (-6.467, -4.221, -2.598)
C (-4.740, -1.262, 2.653)
N (-5.560, -0.027, 2.775)
O (-5.706, 0.650, 1.777)
O (-6.028, 0.216, 3.864)
H (-4.397, -1.351, 1.629)
H (-3.902, -1.170, 3.339)
H (-5.375, -2.102, 2.920)
C (-4.811, -1.485, 7.189)
N (-3.575, -1.744, 6.401)
O (-2.819, -2.601, 6.797)
O (-3.413, -1.068, 5.404)
H (-4.823, -2.155, 8.042)
H (-4.783, -0.448, 7.509)
H (-5.659, -1.670, 6.536)
C (6.618, 7.655, -3.084)
N (6.216, 8.593, -2.001)
O (6.983, 9.481, -1.713)
O (5.134, 8.398, -1.478)
H (7.594, 7.948, -3.454)
H (6.649, 6.657, -2.656)
H (5.870, 7.723, -3.869)
C (-4.604, 4.345, 0.679)
N (-3.364, 4.090, -0.105)
O (-2.605, 3.231, 0.304)
O (-3.194, 4.755, -1.100)
H (-4.618, 3.677, 1.533)
H (-4.582, 5.383, 0.995)
H (-5.449, 4.153, 0.023)

Forces on atoms 1 to 6 (eV/Å):
C 0.909 -0.230 -0.562
C -0.239 0.465 1.659
C -0.015 -0.179 -1.125
C -0.666 2.128 -0.403
C -0.282 -0.605 -0.467
C 0.131 -0.652 0.504


[3]
Below is a cluster of 10 separate species, C15H50N8O10 in total in a non-equilibrium geometry, with properties calculated with ωB97M-V/def2-TZVPD.

SMILES: NC(N)=O.NC(N)=O.NC(N)=O.NC(N)=O.CCO.CCO.CCO.CCO.CCO.CO
F_max: 0.1777 hartree/bohr
frontier orbital gap: 8.042 eV
energy above the lowest of the compared OMol25 structures with the same formula, charge and spin: 23.2 kcal per mole

Positions of all 83 atoms, in Å:
N (-3.826, 1.204, -2.235)
C (-4.362, 0.862, -1.112)
N (-3.649, 0.956, -0.046)
O (-5.723, 0.591, -0.999)
H (-4.417, 1.281, -3.069)
H (-2.780, 1.322, -2.350)
H (-4.071, 0.442, 0.763)
H (-2.648, 0.975, -0.086)
N (1.174, 3.050, -0.558)
C (0.675, 2.239, 0.337)
N (1.427, 1.978, 1.394)
O (-0.531, 1.696, 0.068)
H (0.555, 3.293, -1.430)
H (1.918, 3.712, -0.469)
H (0.853, 1.314, 2.002)
H (2.439, 2.090, 1.557)
N (2.910, -0.181, 0.134)
C (3.602, 0.422, -0.795)
N (3.368, 1.679, -0.905)
O (4.622, -0.257, -1.473)
H (2.772, -1.193, 0.032)
H (2.264, 0.324, 0.740)
H (4.025, 2.194, -1.521)
H (2.432, 2.200, -0.743)
N (-2.112, 3.694, -2.184)
C (-1.117, 2.970, -2.638)
N (-0.058, 3.675, -2.852)
O (-1.111, 1.627, -2.712)
H (-2.933, 3.182, -1.861)
H (-2.188, 4.644, -2.339)
H (0.785, 3.177, -3.155)
H (-0.172, 4.599, -3.272)
C (-3.732, -2.176, 1.259)
C (-4.530, -1.683, 2.441)
O (-4.643, -0.339, 2.370)
H (-3.534, -3.244, 1.145)
H (-2.804, -1.672, 1.157)
H (-4.231, -1.949, 0.338)
H (-4.092, -1.992, 3.394)
H (-5.527, -2.089, 2.409)
H (-5.531, -0.102, 2.683)
C (-1.846, 0.771, 3.009)
C (-0.599, 1.216, 3.731)
O (0.550, 0.479, 3.394)
H (-2.642, 1.522, 3.138)
H (-2.209, -0.162, 3.343)
H (-1.698, 0.626, 1.966)
H (-0.699, 1.168, 4.800)
H (-0.346, 2.229, 3.480)
H (1.236, 0.618, 4.095)
C (-0.559, -2.768, 3.720)
C (-0.044, -2.956, 2.325)
O (0.129, -1.694, 1.717)
H (-1.588, -2.450, 3.698)
H (0.080, -2.047, 4.171)
H (-0.403, -3.559, 4.424)
H (-0.735, -3.457, 1.664)
H (0.860, -3.615, 2.293)
H (0.209, -1.067, 2.421)
C (1.571, 0.449, -3.301)
C (2.544, 1.411, -3.928)
O (2.369, 2.777, -3.652)
H (1.806, -0.609, -3.306)
H (0.659, 0.549, -3.830)
H (1.344, 0.756, -2.273)
H (2.703, 1.387, -5.054)
H (3.420, 1.037, -3.572)
H (3.185, 3.121, -3.429)
C (5.240, -3.352, 0.096)
C (3.993, -3.566, -0.821)
O (2.840, -2.935, -0.361)
H (5.208, -3.892, 1.060)
H (5.400, -2.250, 0.167)
H (6.121, -3.693, -0.449)
H (3.829, -4.599, -1.209)
H (4.232, -2.985, -1.699)
H (2.156, -3.240, -0.962)
C (-0.872, -1.381, -1.290)
O (0.020, -2.445, -0.987)
H (-1.861, -1.842, -1.150)
H (-0.580, -1.017, -2.271)
H (-0.786, -0.644, -0.555)
H (0.260, -2.407, -0.030)

Forces on atoms 1 to 6 (eV/Å):
N 1.731 0.982 -3.749
C -9.075 -1.048 0.246
N 1.017 -1.216 4.175
O 5.916 0.877 -0.674
H 0.384 -0.330 0.819
H -1.037 -0.567 -0.064


[4]
Below is an isolated molecule of C7H15NO in a non-equilibrium geometry, with properties calculated with ωB97M-V/def2-TZVPD.

SMILES: C[C@H]1CNC(C)(C)OC1
F_max: 0.0697 hartree/bohr
frontier orbital gap: 9.494 eV
energy above the lowest of the compared OMol25 structures with the same formula, charge and spin: 43.2 kcal per mole

Positions of all 24 atoms, in Å:
C (2.188, -1.612, 1.002)
C (1.012, -1.272, 0.105)
C (-0.319, -1.376, 0.813)
N (-1.256, -0.640, -0.017)
C (-0.914, 0.890, -0.548)
C (-2.014, 1.257, -1.524)
C (-0.889, 1.798, 0.671)
O (0.286, 0.847, -1.248)
C (1.392, 0.313, -0.588)
H (2.313, -0.856, 1.779)
H (2.021, -2.566, 1.501)
H (3.112, -1.652, 0.441)
H (1.010, -1.885, -0.794)
H (-0.653, -2.414, 0.929)
H (-0.287, -0.911, 1.803)
H (-1.400, -1.170, -0.878)
H (-1.861, 0.765, -2.485)
H (-2.047, 2.334, -1.673)
H (-2.968, 0.924, -1.110)
H (-0.202, 1.401, 1.444)
H (-1.880, 1.872, 1.079)
H (-0.528, 2.783, 0.394)
H (2.180, 0.221, -1.338)
H (1.704, 0.951, 0.243)

Forces on atoms 1 to 6 (eV/Å):
C -0.212 0.004 -0.056
C 2.183 2.168 -0.890
C 0.439 1.735 -0.930
N -1.553 2.199 -1.233
C -0.461 -3.207 1.536
C -0.045 -0.326 0.221


no.,HOMO level (eV)
1,-9.7
2,-12.6
3,-8.1
4,-8.4